79
Properties=species:S:1:pos:R:3 method="wB97M-V/def2-TZVPD" relative_energy_ev=0.000 homo_energy_ha=-0.3814 e_lumo_ha=-0.119 spin_multiplicity=1 charge=+1 energy_ev=-132935.660
O -2.742 -1.345 -1.559
N -2.218 -0.707 4.157
H -3.016 3.000 3.704
C -2.092 3.452 -0.621
H -2.925 -0.885 -5.540
H -3.977 -3.622 -6.412
H -4.195 -1.839 -3.670
N 0.941 1.200 -0.682
H -3.327 2.112 5.217
H 4.335 -2.577 0.296
H 0.453 3.043 -1.386
H -2.325 -5.323 -2.184
C 1.841 0.239 -0.430
C -3.953 -2.535 -6.450
C 3.197 0.407 -0.804
H -0.958 -3.563 -3.545
H -1.187 -3.004 -0.527
C -2.371 -4.615 -1.356
C 5.388 1.278 1.398
H 0.095 -2.460 -2.638
H -1.955 4.496 -0.325
H -0.238 -4.335 -1.208
C -0.894 -2.937 -2.653
O -1.312 2.667 0.251
H 1.988 -2.830 1.042
N -1.858 0.522 2.082
H -4.223 -1.004 3.600
H -0.398 0.007 4.898
H -2.334 -1.538 2.220
N -3.777 1.057 3.481
H -3.149 3.211 -0.572
C -1.131 -3.715 -1.354
H -3.284 -4.033 -1.437
C 3.636 -1.763 0.142
C 2.553 2.536 -1.756
N -1.532 1.626 4.246
C 6.799 3.620 0.748
N 5.495 -0.632 -0.976
C -1.440 0.308 4.888
H -3.389 1.896 1.603
C -3.276 -2.322 -3.979
H 2.801 3.447 -2.265
H -3.883 0.169 1.589
H -1.820 0.382 5.904
H -2.423 -5.177 -0.422
H -1.767 3.352 -1.665
C 1.253 2.322 -1.296
C 5.379 2.369 2.252
O 0.113 -0.929 0.633
H 4.913 0.360 1.702
C 1.379 -0.907 0.260
H -3.344 -3.389 -3.800
N 6.321 0.255 -0.730
H 4.870 2.316 3.207
H 0.003 1.194 2.861
C -1.743 -0.821 2.798
C 6.092 1.362 0.170
C -2.954 -1.972 -5.439
H 7.369 4.512 0.517
C -2.937 2.031 4.203
H 4.534 1.735 -1.825
H -3.644 -2.220 -7.463
C -1.038 1.539 2.887
H -1.122 2.499 2.381
C 6.042 3.539 1.897
S -2.073 -1.592 -2.897
Bi -1.238 0.571 -0.184
Br 5.935 5.008 3.056
C 2.298 -1.922 0.531
C 3.514 1.583 -1.503
H -0.708 -1.129 2.778
H -4.953 -2.162 -6.238
H -3.980 -0.180 5.159
C -3.302 0.934 2.117
H -1.953 -2.341 -5.679
C 6.834 2.525 -0.097
H 7.473 2.520 -0.983
C 4.142 -0.615 -0.456
C -3.627 -0.258 4.130



76
Properties=species:S:1:pos:R:3 method="wB97M-V/def2-TZVPD" relative_energy_ev=0.000 homo_energy_ha=-0.4056 e_lumo_ha=-0.092 spin_multiplicity=1 charge=+1 energy_ev=-66014.400
H 1.481 2.689 -5.274
O -2.073 -0.043 1.513
H 4.802 -1.417 -1.216
N -0.934 -1.652 -2.189
H 3.152 0.309 -1.662
C -2.559 2.647 0.833
C 3.131 -1.786 0.168
H 3.677 -2.684 -1.725
H -5.138 -0.429 0.885
C 4.269 1.717 1.785
P 0.111 -0.407 -1.941
C 0.028 -0.248 -4.684
H -3.317 1.320 -0.684
C 3.754 -1.714 -1.230
H -3.988 0.751 6.077
H 0.342 -1.284 -4.792
C -0.965 1.067 4.623
H 1.095 -2.581 -0.037
C -2.110 0.739 7.124
H 0.241 0.667 -6.649
H -1.284 -4.945 -2.319
H -2.562 3.471 0.126
H 3.496 -0.963 0.785
C -3.200 0.222 1.096
H -1.061 -0.205 -4.800
S 1.500 1.124 5.339
C 1.038 1.278 3.678
Tl -0.579 1.902 1.024
H -2.953 -1.183 -1.700
H -1.927 -1.565 -0.313
H -4.053 -1.534 1.663
C 2.004 1.508 2.582
C 0.635 1.759 -3.483
N -4.223 -0.634 1.243
H -0.894 -3.060 -3.770
H -2.967 1.033 3.838
C -3.479 1.525 0.380
H -3.198 -3.451 -2.322
C 1.623 -1.626 -0.081
H -4.531 1.794 0.502
H -0.272 2.567 -5.283
H 2.062 2.358 -0.699
H 0.576 -3.018 -2.781
C 0.644 2.052 -4.995
N -0.234 1.228 3.449
H -2.575 0.616 8.093
H -0.175 2.290 -2.979
C -2.354 0.979 4.727
H 1.573 2.052 -3.004
C 2.867 -0.708 -1.946
C -0.736 0.817 7.035
N 1.531 -1.059 -1.445
H -2.818 3.017 1.825
H 3.361 -2.719 0.681
H 3.753 1.183 3.792
H 1.167 -0.960 0.657
C -0.174 0.983 5.770
C -2.912 0.819 5.977
C 3.377 1.444 2.809
C -1.164 -3.977 -1.835
N 0.453 0.296 -3.387
H -0.567 -4.114 -0.932
H 5.334 1.675 1.972
C 1.523 1.825 1.308
H -0.115 0.760 7.919
C -0.511 -2.949 -2.752
H 1.760 0.372 -5.797
O -0.491 0.571 -0.972
C 2.423 2.100 0.290
C -2.143 -1.826 -1.349
C -2.497 -3.309 -1.498
C 3.792 2.054 0.526
H -2.953 -3.707 -0.592
H 2.902 -0.784 -3.030
C 0.721 0.678 -5.672
H 4.487 2.281 -0.274



85
Properties=species:S:1:pos:R:3 method="wB97M-V/def2-TZVPD" relative_energy_ev=0.000 s_squared=8.810 homo_energy_ha="-0.5405 / -0.5413" e_lumo_ha="-0.270 / -0.326" spin_multiplicity=6 charge=+2 energy_ev=-131296.945
N 1.394 -0.443 2.469
H -3.626 -3.434 3.573
C -1.168 3.654 6.343
H 2.157 1.788 5.382
H -3.060 1.745 6.817
C 3.547 -1.518 3.604
H -0.275 3.065 6.562
H 5.066 -0.577 5.834
H -3.892 3.903 5.958
F 0.302 -3.905 -2.727
H 4.400 -1.956 4.104
S 1.788 -1.370 0.035
H -0.855 4.638 5.991
C 2.177 -1.215 1.696
H 0.759 -5.117 4.880
H 3.916 1.637 5.204
C -1.058 -4.182 4.224
H 1.387 4.839 1.128
N -0.352 1.420 2.488
C 3.312 -1.818 2.278
C 1.667 -0.642 6.558
N -0.610 -2.114 3.063
H 3.614 -3.571 1.100
N -1.031 -1.059 2.321
C 4.191 -2.731 1.490
B -0.023 0.001 2.126
C 0.310 4.895 1.292
O 0.223 -3.244 0.170
C 2.909 -0.225 5.754
C -0.852 -4.101 -2.106
H 4.620 -2.208 0.633
C -0.159 3.747 2.124
C -2.292 -0.873 1.870
C -2.898 -2.736 3.180
C -2.071 2.933 5.331
H -1.369 -5.041 6.178
S -2.542 0.311 0.670
H 0.931 -4.253 3.349
N 1.634 -0.136 3.721
O -0.824 -1.622 -1.303
C -1.514 -2.956 3.459
C 0.055 2.412 1.698
H 4.086 -1.959 6.373
H 0.759 -0.200 6.143
S -0.956 -2.968 -0.653
H -3.143 1.041 5.199
F -1.857 -3.845 -2.923
H 3.187 1.635 6.811
H -1.713 3.799 7.275
C 3.050 1.306 5.781
Fe -0.366 0.029 -0.331
C -1.292 2.761 4.043
H 0.078 5.841 1.773
H -1.642 0.949 6.128
H -3.960 3.302 4.300
H -5.399 -2.159 2.535
H 1.553 -1.728 6.574
H -1.050 4.879 3.675
C -0.836 3.886 3.302
C 4.155 -0.870 6.358
H 1.779 -0.302 7.587
C 0.465 -4.220 4.335
H -1.125 -5.443 2.444
H -5.043 -0.464 2.154
C -1.541 -5.422 3.453
N -1.038 1.546 3.632
H -1.214 -6.321 3.976
S 0.808 1.979 0.201
H -4.841 -1.700 0.917
H -2.768 -4.149 5.601
F -0.922 -5.345 -1.665
C -1.677 -4.152 5.628
H 4.258 -0.539 7.391
C -2.500 1.581 5.897
C -3.318 3.783 5.039
H -0.167 4.871 0.311
H -1.345 -3.274 6.187
H -2.628 -5.464 3.376
C -3.317 -1.710 2.393
C -4.735 -1.496 1.985
H -3.067 4.782 4.681
C 2.706 -0.646 4.312
O -2.219 -3.177 -0.022
H 0.845 -3.350 4.873
H 5.000 -3.113 2.106



85
Properties=species:S:1:pos:R:3 method="wB97M-V/def2-TZVPD" relative_energy_ev=0.121 s_squared=0.755 homo_energy_ha="-0.2686 / -0.2690" e_lumo_ha="-0.040 / -0.040" spin_multiplicity=2 energy_ev=-98314.360
O 3.538 -1.943 -1.767
H 5.061 -3.855 -5.508
C -3.251 0.330 -3.306
H -0.859 0.747 -2.375
N 0.538 -4.861 -0.347
C -4.122 -1.691 -2.436
O 1.752 -1.720 1.898
H 4.286 -6.016 -4.650
N -3.850 -0.291 -2.121
C 2.850 -5.014 -1.125
C 3.292 -0.128 -0.256
H -3.021 1.372 -3.078
C -0.351 -4.166 0.391
N 5.087 -4.084 -4.517
C 1.716 1.604 -0.772
H 3.104 1.520 3.533
C -0.047 -3.098 1.180
C 2.633 0.901 2.763
H -4.852 -1.740 -3.249
N -2.017 -0.341 -3.735
C 0.314 2.064 -0.438
Co 0.686 -0.240 0.991
C 2.287 -3.707 0.801
H 4.856 -6.655 -2.466
O -0.141 3.075 -0.959
O -2.276 -2.759 1.865
H 3.111 -0.079 2.757
H 6.499 -6.017 -2.585
H -4.544 -2.176 -1.553
H 6.851 -3.590 -1.763
H 5.394 -2.585 -1.920
C 2.773 1.589 1.417
C 6.185 -3.350 -3.800
C 0.258 -7.282 -0.808
H 2.369 2.456 -0.985
N -1.619 -0.935 -1.409
O -0.297 1.267 0.359
H 1.036 0.040 3.583
H -0.280 -7.442 0.126
H 0.546 -5.694 -2.260
H 1.639 0.984 -1.666
C -1.074 -0.299 -2.603
H -1.026 -2.834 -2.003
H -0.118 -7.991 -1.546
H -3.050 -1.792 -4.832
H 6.039 -5.923 -4.922
H 4.204 -3.791 -4.083
H -2.611 0.796 -0.806
H 3.920 -2.797 1.839
H 3.978 0.451 -0.885
C 1.887 -4.591 -0.199
C 5.216 -5.571 -4.302
H 2.178 2.504 1.450
H -3.974 0.297 -4.126
C 5.901 -3.477 -2.295
H -2.405 -2.768 -0.854
H 2.554 -5.506 -2.042
C 0.055 -5.860 -1.301
O 1.232 0.783 3.002
H 6.182 -2.316 -4.138
N 5.001 -4.602 -2.125
H -1.000 -5.648 -1.464
O 1.469 -1.422 -1.018
N 2.255 0.754 0.309
C -2.852 -0.242 -1.034
H -1.419 -2.260 -4.297
C -1.202 -2.212 1.643
C 4.561 -3.969 0.187
O -0.934 -0.969 1.697
C 1.313 -2.775 1.370
H -3.264 -0.710 -0.137
C -2.337 -1.741 -4.004
H -0.148 -0.809 -2.877
H -1.391 -4.431 0.254
C 5.443 -5.800 -2.791
H 7.117 -3.825 -4.102
C 3.636 -3.477 1.046
N -2.914 -2.430 -2.843
H 1.313 -7.495 -0.628
F 5.870 -3.674 0.351
C -1.950 -2.311 -1.733
C 2.711 -1.275 -1.102
C 4.159 -4.605 -0.991
H 3.874 -0.566 0.558
H 3.816 1.867 1.228



84
Properties=species:S:1:pos:R:3 method="wB97M-V/def2-TZVPD" relative_energy_ev=0.294 s_squared=0.767 homo_energy_ha="-0.2875 / -0.2855" e_lumo_ha="-0.031 / -0.031" spin_multiplicity=2 energy_ev=-103113.033
H -2.531 3.583 2.338
O 0.384 -1.492 0.284
H -3.105 1.419 1.516
C -2.870 -0.736 -1.613
H 4.763 0.758 0.154
H 4.467 5.462 3.381
H 1.811 -1.397 -3.949
C -0.023 3.369 2.421
H -3.749 -2.422 -0.578
H -1.332 -1.116 -3.073
P -1.317 3.274 -1.020
Cr -0.611 0.284 0.247
H 0.663 3.956 -0.615
H -3.131 -6.506 0.336
C -2.090 -6.530 0.665
C -0.488 -4.929 -0.440
H 2.082 -0.426 0.045
C 3.181 1.753 1.162
O -2.563 3.922 -1.423
C -2.205 2.738 2.955
N 3.083 -0.325 -0.125
O -1.355 2.128 -0.024
C -3.001 1.485 2.599
O -0.235 4.343 -0.525
H -4.077 0.432 -2.959
H -2.602 -4.297 2.082
H 1.373 -4.193 -2.220
H -1.573 -7.285 0.074
C 3.691 3.952 2.061
C -1.824 -4.114 1.347
C 4.624 5.084 2.370
H 1.827 2.327 -3.943
C 2.278 -1.886 -3.092
C 4.097 2.785 1.486
C -1.804 -1.801 2.153
C -1.436 -5.189 0.514
H 5.141 2.637 1.233
O 0.460 0.432 -1.624
N -0.802 2.442 2.758
C -2.305 0.233 3.124
C 0.085 -3.643 -0.579
C -4.061 -1.457 -0.982
H -2.085 -6.860 1.704
H -3.020 -0.430 3.621
H 1.950 4.999 2.754
H 4.474 5.918 1.683
H -2.450 -2.194 2.944
H -0.342 4.413 2.313
H 4.814 -1.092 -0.926
H 5.664 4.770 2.290
H -3.706 1.258 -1.438
C 3.352 -0.959 -2.514
P 0.803 1.816 -2.147
H -4.469 -0.855 -0.170
C 3.740 -1.232 -1.056
C 3.703 0.701 0.390
C -0.242 -2.597 0.330
H 0.839 -1.336 -1.662
O -0.546 2.635 -2.349
C -1.287 -2.848 1.268
H -0.190 -5.713 -1.129
C -3.306 0.594 -2.203
C 2.311 4.070 2.323
N 1.262 -2.168 -2.096
O 1.796 2.626 -1.387
H -2.914 -1.772 -3.523
C 1.785 1.867 1.449
O 1.324 1.560 -3.647
H -4.850 -1.624 -1.717
C 0.948 -3.359 -1.667
H -1.949 -2.582 -2.278
N -1.620 -0.541 2.071
H 4.237 -1.044 -3.148
H 3.008 0.073 -2.592
O -1.922 -0.592 -0.577
H 2.696 -2.840 -3.418
C 1.380 3.089 2.080
H -2.366 2.999 4.007
O 0.992 0.903 1.143
H -2.471 1.099 -2.680
C -2.227 -1.610 -2.691
H 3.511 -2.256 -0.751
H -1.541 0.512 3.851
H -4.006 1.550 3.021



75
Properties=species:S:1:pos:R:3 method="wB97M-V/def2-TZVPD" homo_energy_ha=-0.3594 e_lumo_ha=-0.160 spin_multiplicity=1 charge=+1 energy_ev=-44046.469
C 1.644 -5.715 -2.126
C -5.217 0.972 -2.192
H -5.981 1.021 0.426
H 1.999 1.057 5.291
H -1.023 -5.261 0.023
C 1.813 2.353 3.595
C -4.903 1.062 0.302
H -0.558 -6.688 -0.884
H 1.693 3.772 0.524
H -1.723 4.410 1.226
H -4.597 -1.695 -1.747
O 2.337 3.130 -1.576
Ir 1.890 1.198 -0.722
H -1.152 2.838 1.841
H -0.659 2.824 -1.945
C -2.089 -0.560 -1.030
C 0.323 -1.383 -1.106
C 1.544 3.850 1.606
N 1.591 -0.910 -1.227
N 4.377 1.433 -1.013
C -1.101 1.880 -1.655
H -6.278 0.741 -2.154
H 1.984 -0.847 1.492
N 0.249 4.411 1.831
N -0.245 0.886 -1.457
H -3.100 2.587 -1.683
C 0.006 5.214 2.985
H -2.438 -1.547 -0.785
C 1.976 -0.023 3.445
C 3.479 3.687 -1.405
C 1.131 -3.665 -0.887
C 0.085 -2.751 -0.944
C -4.498 0.336 -0.991
C -0.502 -5.604 -0.867
C 2.425 -3.127 -0.936
H 4.899 1.061 -0.219
H -0.793 5.925 2.769
O 3.699 4.876 -1.473
H -4.448 0.587 1.168
H 5.462 3.227 -1.101
H 2.706 -5.487 -2.141
H -1.012 -5.234 -1.753
C 0.964 -5.171 -0.857
C -2.998 0.485 -1.176
H 1.534 -6.813 0.432
H 3.295 -3.755 -0.844
C 1.718 2.456 2.211
C -2.464 1.733 -1.521
H 3.596 -1.368 -1.235
H 2.713 -5.514 0.413
H -0.627 3.411 0.251
H -4.815 0.579 -3.123
H -4.604 2.106 0.290
H 1.188 -5.276 -3.010
H 1.198 -5.319 1.295
C 1.781 1.304 1.418
H 2.067 -0.993 3.909
C -4.930 -1.128 -0.882
H -4.545 -1.589 0.024
H 4.712 0.985 -1.872
H -0.308 4.613 3.849
C -0.872 3.731 1.263
H 0.906 5.765 3.255
H 1.533 -6.794 -2.188
H -5.115 2.054 -2.202
H 2.291 4.528 2.025
H -0.932 -3.098 -0.881
H 1.816 3.245 4.203
C 1.933 1.123 4.215
C -0.717 -0.351 -1.193
C 1.918 0.071 2.065
H -6.014 -1.181 -0.844
C 2.601 -1.779 -1.133
N 4.532 2.834 -1.061
C 1.649 -5.734 0.397



Repeat the third record exactly.
85
Properties=species:S:1:pos:R:3 method="wB97M-V/def2-TZVPD" relative_energy_ev=0.000 s_squared=8.810 homo_energy_ha="-0.5405 / -0.5413" e_lumo_ha="-0.270 / -0.326" spin_multiplicity=6 charge=+2 energy_ev=-131296.945
N 1.394 -0.443 2.469
H -3.626 -3.434 3.573
C -1.168 3.654 6.343
H 2.157 1.788 5.382
H -3.060 1.745 6.817
C 3.547 -1.518 3.604
H -0.275 3.065 6.562
H 5.066 -0.577 5.834
H -3.892 3.903 5.958
F 0.302 -3.905 -2.727
H 4.400 -1.956 4.104
S 1.788 -1.370 0.035
H -0.855 4.638 5.991
C 2.177 -1.215 1.696
H 0.759 -5.117 4.880
H 3.916 1.637 5.204
C -1.058 -4.182 4.224
H 1.387 4.839 1.128
N -0.352 1.420 2.488
C 3.312 -1.818 2.278
C 1.667 -0.642 6.558
N -0.610 -2.114 3.063
H 3.614 -3.571 1.100
N -1.031 -1.059 2.321
C 4.191 -2.731 1.490
B -0.023 0.001 2.126
C 0.310 4.895 1.292
O 0.223 -3.244 0.170
C 2.909 -0.225 5.754
C -0.852 -4.101 -2.106
H 4.620 -2.208 0.633
C -0.159 3.747 2.124
C -2.292 -0.873 1.870
C -2.898 -2.736 3.180
C -2.071 2.933 5.331
H -1.369 -5.041 6.178
S -2.542 0.311 0.670
H 0.931 -4.253 3.349
N 1.634 -0.136 3.721
O -0.824 -1.622 -1.303
C -1.514 -2.956 3.459
C 0.055 2.412 1.698
H 4.086 -1.959 6.373
H 0.759 -0.200 6.143
S -0.956 -2.968 -0.653
H -3.143 1.041 5.199
F -1.857 -3.845 -2.923
H 3.187 1.635 6.811
H -1.713 3.799 7.275
C 3.050 1.306 5.781
Fe -0.366 0.029 -0.331
C -1.292 2.761 4.043
H 0.078 5.841 1.773
H -1.642 0.949 6.128
H -3.960 3.302 4.300
H -5.399 -2.159 2.535
H 1.553 -1.728 6.574
H -1.050 4.879 3.675
C -0.836 3.886 3.302
C 4.155 -0.870 6.358
H 1.779 -0.302 7.587
C 0.465 -4.220 4.335
H -1.125 -5.443 2.444
H -5.043 -0.464 2.154
C -1.541 -5.422 3.453
N -1.038 1.546 3.632
H -1.214 -6.321 3.976
S 0.808 1.979 0.201
H -4.841 -1.700 0.917
H -2.768 -4.149 5.601
F -0.922 -5.345 -1.665
C -1.677 -4.152 5.628
H 4.258 -0.539 7.391
C -2.500 1.581 5.897
C -3.318 3.783 5.039
H -0.167 4.871 0.311
H -1.345 -3.274 6.187
H -2.628 -5.464 3.376
C -3.317 -1.710 2.393
C -4.735 -1.496 1.985
H -3.067 4.782 4.681
C 2.706 -0.646 4.312
O -2.219 -3.177 -0.022
H 0.845 -3.350 4.873
H 5.000 -3.113 2.106